Below is a molecular structure, C20H28IN2O2P2Zn, with properties calculated with wB97M-V/def2-TZVPD.

CARTESIAN COORDINATES (ANGSTROEM)
Zn  -0.252  0.990  0.128
C  -4.441  0.545  -1.729
C  -3.403  -0.505  -1.990
N  -3.771  -1.629  -2.545
C  -2.843  -2.571  -2.828
C  -1.508  -2.401  -2.599
C  -0.539  -3.481  -3.006
O  0.363  -3.062  -4.026
C  -1.074  -1.201  -1.969
C  0.348  -0.958  -1.879
N  0.901  -0.073  -1.123
C  2.296  0.178  -1.220
C  3.227  -0.832  -1.016
C  4.584  -0.550  -1.047
C  5.020  0.746  -1.280
C  4.099  1.762  -1.499
C  2.744  1.476  -1.467
I  1.359  2.990  -1.878
C  -2.041  -0.234  -1.613
O  -1.807  0.895  -1.004
H  -5.350  0.285  -2.265
H  -4.087  1.527  -2.038
H  -4.676  0.614  -0.664
H  -3.215  -3.485  -3.275
H  -1.099  -4.366  -3.317
H  0.093  -3.779  -2.167
H  -0.142  -2.883  -4.827
H  0.985  -1.532  -2.552
H  2.877  -1.838  -0.817
H  5.300  -1.344  -0.886
H  6.078  0.971  -1.303
H  4.436  2.768  -1.706
C  -2.955  0.567  2.209
P  -1.349  -0.264  2.008
C  -1.742  -2.027  2.180
C  -0.437  0.196  3.532
C  0.043  1.657  3.462
P  0.970  2.023  1.922
C  2.524  1.102  2.134
C  1.438  3.765  2.061
H  -3.584  0.320  1.355
H  -2.825  1.649  2.213
H  -3.450  0.260  3.132
H  -2.322  -2.223  3.082
H  -0.823  -2.613  2.206
H  -2.318  -2.339  1.308
H  0.418  -0.478  3.623
H  -1.060  0.044  4.415
H  0.682  1.892  4.316
H  -0.805  2.345  3.502
H  2.972  1.329  3.103
H  3.220  1.374  1.341
H  2.342  0.029  2.065
H  1.981  3.944  2.990
H  0.547  4.392  2.035
H  2.069  4.035  1.214

Atomic forces in eV per Å
Zn -0.098 -0.144 0.142
C -0.024 -0.039 -0.001
C -0.026 0.007 0.009
N 0.035 -0.052 -0.034
C -0.064 0.058 0.014
C 0.007 -0.029 -0.002
C 0.006 0.003 0.003
O -0.007 -0.015 -0.012
C 0.079 0.031 0.004
C -0.048 -0.022 -0.029
N 0.066 0.063 0.015
C -0.013 -0.013 -0.009
C 0.006 -0.033 0.024
C 0.021 0.012 -0.001
C -0.012 -0.004 -0.004
C 0.018 -0.040 0.008
C -0.056 0.002 -0.018
I 0.062 0.052 -0.043
C 0.019 0.027 0.021
O 0.063 0.138 0.048
H 0.002 0.000 0.005
H 0.003 0.003 -0.012
H 0.021 0.012 0.001
H -0.008 0.000 -0.003
H 0.003 -0.005 -0.007
H 0.003 -0.003 0.007
H 0.002 0.002 -0.005
H -0.019 -0.007 0.008
H 0.006 0.004 -0.001
H 0.000 0.000 0.001
H -0.001 -0.005 0.002
H -0.003 0.000 -0.002
C -0.006 -0.019 -0.009
P -0.031 -0.007 -0.066
C 0.031 -0.018 0.013
C 0.035 0.066 -0.008
C -0.004 -0.060 0.002
P -0.029 0.031 -0.072
C -0.003 0.013 -0.001
C -0.024 0.018 0.000
H -0.001 -0.008 0.010
H 0.002 -0.001 -0.004
H 0.001 -0.006 0.000
H 0.007 0.004 0.004
H 0.001 -0.006 0.001
H -0.010 -0.005 0.009
H -0.004 -0.002 -0.001
H -0.002 0.003 0.005
H -0.009 0.003 0.009
H -0.005 -0.010 -0.007
H -0.001 0.004 -0.005
H 0.007 -0.003 -0.010
H 0.002 0.001 -0.001
H -0.002 0.001 0.000
H 0.000 0.001 0.002
H 0.002 -0.002 0.002

Computed properties:
Gap between HOMO and LUMO ... 7.6909 eV
Energy relative to the best compared isomer or geometry (same formula, charge and spin) ... 4.34 kcal/mol
Charge ... +1
Calculated total energy ... -103362.5263 eV
HOMO level ... -10.64 eV
Maximum force ... 0.2 eV/Å

Löwdin population analysis, charges in e, atoms 1 to 8: number 1, Zn, carries 0.408; number 2, C, carries -0.016; number 3, C, carries -0.259; number 4, N, carries 0.130; number 5, C, carries -0.092; number 6, C, carries -0.163; number 7, C, carries -0.205; number 8, O, carries -0.059